{
  "formula": "C8H10S2",
  "method": "the ωB97M-V functional and the def2-TZVPD basis",
  "e_homo_ha": -0.28904,
  "smiles": "C=C/C(S)=C/C=C\\C=C\\S",
  "spin_multiplicity": 1,
  "de_lowest_kcal_mol": 43.8,
  "e_tot_ha": -1107.0787,
  "elements": ["C", "C", "C", "C", "C", "C", "C", "C", "S", "S", "H", "H", "H", "H", "H", "H", "H", "H", "H", "H"],
  "positions_angstrom": [[-1.3236, -1.9743, -0.1874], [-0.0200, -1.5148, -0.1014], [-2.4456, -1.0029, -0.3786], [0.4553, -0.1682, -0.3419], [3.2942, 2.0988, -0.0848], [2.0909, 1.6553, -0.3793], [-2.5802, -0.1298, 0.6031], [1.6739, 0.3662, -0.0614], [-3.8749, 1.1076, 0.5960], [2.9182, -0.5405, 0.8538], [-1.4685, -2.9737, -0.3807], [0.7652, -2.3422, -0.0060], [-3.0833, -1.1371, -1.2388], [-0.2390, 0.2841, -0.9236], [3.4679, 3.1854, -0.0991], [3.9877, 1.5841, 0.5489], [1.4851, 2.3248, -1.0439], [-2.0810, -0.1170, 1.5719], [-4.7524, 0.2362, -0.0341], [2.0656, -1.3255, 1.6645]],
  "atomic_forces_ev_per_a": [[2.06, 3.73, -0.86], [-0.16, -2.92, 0.26], [1.72, -1.63, 1.15], [2.11, -1.41, 1.48], [0.58, 2.37, 1.30], [-0.10, 2.29, -2.27], [-1.57, 1.34, 0.32], [-1.70, -3.12, 0.79], [-0.71, -1.08, -0.54], [-1.23, -1.36, 1.07], [-0.43, -2.27, 0.04], [-1.03, 1.27, -0.03], [-0.23, 0.39, -0.03], [-1.76, 2.45, -1.52], [0.23, -0.55, -0.80], [0.23, -0.35, -0.01], [0.07, -0.83, 0.94], [0.52, -0.27, -0.66], [0.50, 1.03, 0.44], [0.89, 0.93, -1.08]]
}

***

{
  "formula": "C8H11B",
  "method": "the ωB97M-V functional and the def2-TZVPD basis",
  "e_homo_ha": -0.32244,
  "smiles": "CBCc1ccccc1",
  "spin_multiplicity": 1,
  "de_lowest_kcal_mol": 35.4,
  "e_tot_ha": -336.2016,
  "elements": ["B", "C", "C", "C", "C", "C", "C", "C", "C", "H", "H", "H", "H", "H", "H", "H", "H", "H", "H", "H"],
  "positions_angstrom": [[2.4920, -0.3789, 0.1743], [-3.0374, 0.5257, -0.1496], [-2.2082, 1.2298, 0.6790], [-2.6153, -0.5902, -0.8289], [-0.9151, 0.7457, 0.8829], [-1.2986, -1.1046, -0.6321], [-0.4592, -0.3937, 0.2576], [3.1406, 0.7996, -0.7346], [0.8389, -1.0675, 0.6460], [3.2809, -0.7696, 0.9447], [3.4444, 1.6828, -0.2135], [-4.1456, 0.8045, -0.4724], [-2.3825, 2.0905, 1.2689], [-3.1055, -1.1663, -1.6730], [-0.3864, 1.3578, 1.6823], [-1.0210, -1.9175, -1.2700], [2.5527, 1.0744, -1.5576], [4.1143, 0.3399, -1.1163], [0.7757, -2.0967, 0.4178], [0.9354, -1.1658, 1.6945]],
  "atomic_forces_ev_per_a": [[-2.02, 0.52, 1.03], [-4.19, 0.59, -1.96], [1.39, -0.91, 0.14], [2.41, -2.29, -1.45], [-0.28, 1.35, 1.25], [-1.67, 2.71, 0.54], [0.84, -1.99, -0.19], [0.48, -2.87, 0.17], [2.47, 2.46, -1.85], [0.42, -0.69, 0.34], [0.06, 0.45, 0.74], [2.42, -0.01, 1.26], [-1.12, 0.80, 0.08], [-0.35, 1.21, 1.43], [0.06, -1.30, -1.28], [0.59, -0.49, 0.21], [-0.80, 0.57, -1.28], [-1.11, 0.56, 0.35], [0.21, -1.25, -0.98], [0.19, 0.59, 1.45]]
}

***

{
  "formula": "C8H11BrFN",
  "method": "the ωB97M-V functional and the def2-TZVPD basis",
  "e_homo_ha": -0.33588,
  "smiles": "BrC1=NCC=CC1.C=C(C)F",
  "spin_multiplicity": 1,
  "de_lowest_kcal_mol": 32.0,
  "e_tot_ha": -3039.9509,
  "elements": ["C", "C", "C", "C", "C", "C", "C", "C", "N", "F", "Br", "H", "H", "H", "H", "H", "H", "H", "H", "H", "H", "H"],
  "positions_angstrom": [[1.8638, 0.7363, -0.8684], [1.6067, -0.5691, -0.6329], [1.7034, 1.9109, 0.1233], [1.0344, -0.9224, 0.6882], [0.3559, 0.3205, 1.3030], [-2.5631, -1.2554, 0.0925], [-1.0215, 0.0396, -1.3813], [-1.7336, -0.0390, -0.3042], [0.6514, 1.4918, 1.0843], [-2.1093, 1.1150, 0.3314], [-0.6460, -0.0747, 2.9490], [2.3598, 0.9700, -1.7241], [1.5381, -1.2710, -1.4008], [2.6793, 2.1370, 0.6354], [0.4601, -1.8160, 0.7760], [1.7897, -1.0334, 1.4837], [-3.2193, -0.9213, 0.9577], [-1.8646, -2.0687, 0.4846], [-3.2658, -1.6514, -0.6798], [-0.5943, -0.8856, -1.8436], [-0.4077, 0.9347, -1.5561], [1.3826, 2.8520, -0.5178]],
  "atomic_forces_ev_per_a": [[0.46, -1.12, 2.41], [-0.37, 2.83, 1.42], [-0.96, -1.03, -1.60], [0.18, 1.28, 1.72], [1.07, -1.05, 0.27], [-0.02, -0.08, 1.92], [2.90, -0.18, -1.28], [-3.42, -0.38, 0.02], [0.63, 2.02, 0.37], [0.16, -0.62, -0.16], [0.00, 0.00, -0.57], [0.92, 0.76, -2.81], [0.62, -1.06, -1.15], [-1.12, -0.11, -0.22], [-0.69, -0.48, -0.30], [0.40, -0.37, -0.44], [0.85, -0.58, -0.90], [-1.13, 0.88, -0.58], [0.94, 0.43, 0.33], [-1.02, 0.92, 0.22], [-0.87, -0.29, -0.32], [0.48, -1.76, 1.66]]
}

***

{
  "formula": "C8H11Cl15O",
  "method": "the ωB97M-V functional and the def2-TZVPD basis",
  "e_homo_ha": -0.36306,
  "smiles": "ClC(Cl)Cl.ClC(Cl)Cl.ClC(Cl)Cl.ClC(Cl)Cl.ClC(Cl)Cl.CC(C)=O",
  "spin_multiplicity": 1,
  "e_tot_ha": -7289.5015,
  "elements": ["C", "C", "O", "C", "H", "H", "H", "H", "H", "H", "C", "Cl", "Cl", "Cl", "H", "C", "Cl", "Cl", "Cl", "H", "C", "Cl", "Cl", "Cl", "H", "C", "Cl", "Cl", "Cl", "H", "C", "Cl", "Cl", "Cl", "H"],
  "positions_angstrom": [[1.7945, -1.2878, 16.4966], [2.5934, -2.3079, 17.2513], [3.6195, -2.8214, 16.8110], [2.0906, -2.6479, 18.5901], [0.7876, -1.7048, 16.4763], [2.1075, -1.3417, 15.4539], [1.8664, -0.3069, 16.9666], [1.0196, -2.4728, 18.6918], [2.5682, -1.9321, 19.2591], [2.5332, -3.6241, 18.7883], [4.0822, -9.0998, 13.4824], [4.5783, -10.7096, 14.0285], [4.7274, -8.7899, 11.8531], [4.4140, -7.7046, 14.5965], [3.0112, -9.1669, 13.2916], [4.0175, -6.4486, 18.6525], [4.1363, -8.1158, 18.0384], [5.6087, -5.6160, 18.3853], [3.5724, -6.4968, 20.4595], [3.2060, -5.9584, 18.1147], [5.2144, -3.0589, 13.7147], [4.9858, -1.3455, 14.0829], [3.6549, -3.8170, 13.2876], [6.1155, -3.9867, 14.8946], [5.7796, -3.1554, 12.7877], [1.0484, -4.5917, 10.6776], [2.2679, -5.8118, 10.3409], [-0.6206, -5.1991, 10.4889], [1.3930, -3.1158, 9.7128], [1.2219, -4.3029, 11.7142], [1.5956, -5.6288, 15.1149], [1.0360, -6.5996, 16.4413], [0.7427, -4.0288, 15.0370], [1.4732, -6.5196, 13.6327], [2.6664, -5.4747, 15.2476]],
  "atomic_forces_ev_per_a": [[0.14, -0.98, -0.79], [1.38, 0.02, -1.07], [-1.21, 0.40, 0.31], [0.49, 0.08, 0.47], [-0.34, 0.60, 0.34], [0.29, 0.64, 0.07], [-0.21, -0.02, -0.19], [0.05, -0.65, 0.08], [0.11, 0.03, 0.26], [-0.69, -0.12, 0.57], [-0.52, 0.32, -0.56], [0.14, 0.64, 0.32], [0.25, 0.15, 0.29], [0.19, -1.31, -0.63], [0.16, 0.25, 0.58], [0.71, -0.49, 0.92], [-0.13, 0.52, 0.31], [-1.33, -0.39, 0.30], [0.42, 0.24, -1.68], [0.34, 0.14, 0.23], [0.06, -0.17, -1.06], [0.20, -0.40, 0.13], [0.16, 0.04, 0.28], [-0.24, 0.17, 0.30], [-0.03, 0.41, 0.26], [0.25, 0.52, 0.22], [-0.14, -0.24, -0.25], [0.78, 0.33, -0.02], [-0.41, -0.55, 0.20], [-0.44, -0.07, -0.16], [0.45, 0.62, 0.08], [-0.33, -0.12, 0.59], [0.34, -1.06, -0.04], [-0.57, -0.06, -0.81], [-0.27, 0.50, 0.16]]
}

***

{
  "formula": "C8H11Cl16FP",
  "method": "the ωB97M-V functional and the def2-TZVPD basis",
  "e_homo_ha": -0.47216,
  "charge": 1,
  "spin_multiplicity": 1,
  "e_tot_ha": -8115.4075,
  "elements": ["C", "P", "C", "C", "C", "F", "H", "H", "H", "H", "H", "H", "H", "H", "H", "H", "H", "C", "Cl", "Cl", "Cl", "Cl", "C", "Cl", "Cl", "Cl", "Cl", "C", "Cl", "Cl", "Cl", "Cl", "C", "Cl", "Cl", "Cl", "Cl"],
  "positions_angstrom": [[-0.9621, 1.1942, 0.6158], [-1.8944, 2.7278, 0.6413], [-3.1039, 2.6575, -0.7129], [-4.1347, 1.5512, -0.4384], [-4.8497, 1.6619, 0.8856], [-4.0692, 1.0325, 1.8682], [-0.9679, 0.8166, -0.3936], [-1.4824, 0.4983, 1.2574], [0.0580, 1.3380, 0.9395], [-2.5389, 2.8798, 1.8647], [-1.0365, 3.8133, 0.4710], [-3.5366, 3.6282, -0.9121], [-2.5112, 2.3581, -1.5696], [-3.6303, 0.5935, -0.4547], [-4.8597, 1.5541, -1.2409], [-5.0389, 2.6886, 1.1901], [-5.8080, 1.1595, 0.8351], [1.6356, -0.8458, -1.5894], [0.4731, 0.0563, -2.5814], [2.6792, -1.8174, -2.6126], [2.6106, 0.2921, -0.6543], [0.7205, -1.8718, -0.4793], [6.8153, -2.6812, -3.2706], [6.5118, -1.4512, -2.0349], [7.6723, -1.9526, -4.6269], [7.7826, -3.9831, -2.5830], [5.2686, -3.3321, -3.8334], [4.3349, 0.7454, 3.2322], [4.3838, -0.4397, 4.5332], [5.2522, 2.1773, 3.6922], [5.0265, 0.0434, 1.7661], [2.6457, 1.2076, 2.9325], [-2.6900, -3.6680, 0.6506], [-1.0662, -4.2766, 0.9832], [-3.0282, -3.7990, -1.0750], [-3.8709, -4.5964, 1.5654], [-2.7910, -1.9601, 1.1385]],
  "atomic_forces_ev_per_a": [[-0.31, 0.39, 0.28], [0.03, -0.30, -0.48], [0.24, -0.40, 0.52], [0.12, 0.41, 0.13], [-0.26, -0.23, -0.18], [0.03, 0.27, -0.03], [0.08, -0.15, -0.39], [0.00, -0.28, 0.21], [0.27, 0.02, 0.17], [0.09, 0.19, 0.06], [-0.06, 0.09, 0.03], [-0.16, 0.25, 0.09], [0.19, 0.15, -0.34], [-0.01, -0.38, -0.10], [-0.15, 0.01, -0.25], [0.11, 0.17, 0.15], [-0.10, -0.24, 0.16], [0.03, -0.06, 0.07], [-0.03, 0.10, -0.24], [-0.15, 0.13, 0.13], [-0.03, 0.04, -0.05], [0.04, -0.08, 0.02], [0.06, 0.02, 0.01], [-0.01, 0.03, 0.02], [-0.02, 0.00, 0.01], [-0.02, 0.01, 0.00], [0.05, -0.12, -0.10], [0.18, -0.04, 0.07], [-0.02, 0.01, -0.02], [-0.03, -0.01, -0.02], [-0.01, 0.02, 0.06], [-0.09, 0.02, -0.03], [0.01, -0.17, -0.04], [-0.06, 0.01, 0.05], [0.01, 0.04, 0.00], [0.02, 0.04, -0.02], [-0.06, 0.06, 0.04]]
}

***

{
  "formula": "C8H11HgSSe",
  "method": "the ωB97M-V functional and the def2-TZVPD basis",
  "e_homo_ha": [-0.30576, -0.30796],
  "spin_multiplicity": 2,
  "s_squared": 0.764,
  "e_tot_ha": -3264.4381,
  "elements": ["Hg", "C", "S", "C", "H", "H", "H", "H", "H", "H", "Se", "C", "C", "C", "C", "C", "C", "H", "H", "H", "H", "H"],
  "positions_angstrom": [[-1.5860, -0.5272, 0.7664], [-2.1283, -4.3605, 1.9758], [-0.4142, -3.8853, 2.3362], [-0.0477, -5.2285, 3.5004], [-2.7066, -4.3459, 2.8962], [-2.1417, -5.3493, 1.5238], [-2.5204, -3.6254, 1.2780], [-0.1411, -6.1777, 2.9780], [-0.7407, -5.1736, 4.3361], [0.9696, -5.0983, 3.8527], [1.2312, 0.7607, -0.7429], [1.0333, 2.4730, -1.5255], [0.1668, 2.6553, -2.6018], [0.0846, 3.8875, -3.2201], [0.8633, 4.9461, -2.7742], [1.7103, 4.7703, -1.6901], [1.7963, 3.5430, -1.0641], [-0.4396, 1.8245, -2.9373], [-0.5715, 4.0177, -4.0676], [0.7997, 5.9102, -3.2585], [2.3251, 5.5856, -1.3386], [2.4576, 3.3978, -0.2230]],
  "atomic_forces_ev_per_a": [[0.03, 0.03, 0.00], [0.51, 0.15, 0.09], [-0.12, -0.12, 0.08], [-0.17, 0.33, -0.38], [-0.14, -0.03, -0.02], [-0.13, -0.04, -0.03], [-0.10, -0.03, -0.03], [0.03, -0.12, 0.13], [0.03, -0.11, 0.10], [0.09, -0.02, 0.05], [-0.05, 0.19, -0.08], [0.02, -0.51, 0.22], [-0.11, -0.09, -0.05], [-0.02, 0.05, -0.13], [-0.06, 0.02, 0.06], [0.14, 0.13, -0.01], [0.05, -0.01, 0.08], [0.05, 0.00, -0.06], [-0.10, 0.04, -0.05], [0.01, 0.03, -0.05], [0.00, 0.11, 0.02], [0.04, 0.00, 0.04]]
}